Formula: C5H15NO2
Source: OMol25
Level of theory: ωB97M-V/def2-TZVPD

SMILES: C[C@H](CO)N(C)C.O
M in g mol⁻¹: 121.180
Net charge: 0
Energy relative to the best compared isomer or geometry (same formula, charge and spin) in eV: 3.552
HOMO-LUMO gap in eV: 9.840

```
23
Properties=species:S:1:pos:R:3:mulliken_charge:R:1
C -1.3677 0.9801 -0.4612 -1.26
N 0.0197 0.3484 -0.6033 -0.01
C 1.0992 1.3219 -0.4473 -0.99
C -0.3985 -0.0392 1.9700 -1.25
C 0.0526 -0.6335 0.6152 0.33
C 1.4304 -1.2239 0.9357 -1.03
O 2.0709 -1.8180 -0.1755 -0.49
H -2.1422 0.3991 -0.0939 0.41
H -1.6427 1.3317 -1.5259 0.27
H -1.3802 1.7820 0.2990 0.57
H 0.5596 2.3343 -0.7449 0.36
H 1.7087 1.4210 0.4879 0.29
H 1.7037 1.0761 -1.2980 0.35
H 0.1316 -0.0961 2.9448 0.40
H -1.3478 -0.5531 2.0818 0.36
H -0.5845 1.0209 1.7926 0.29
H -0.5705 -1.5838 0.3215 0.31
H 1.3445 -1.9139 1.8154 0.41
H 2.0207 -0.3542 1.2342 0.35
H 1.5729 -2.6082 -0.3716 0.34
H -1.0474 -0.8856 -2.2910 0.36
H -1.4108 0.1597 -3.6409 0.33
O -1.8223 -0.4657 -2.8448 -0.70
```

---

Formula: C5H15NO2
Source: OMol25
Level of theory: ωB97M-V/def2-TZVPD

M in g mol⁻¹: 121.180
Net charge: 0
Energy relative to the best compared isomer or geometry (same formula, charge and spin) in eV: 7.127
HOMO-LUMO gap in eV: 3.778

```
23
Properties=species:S:1:pos:R:3:mulliken_charge:R:1
C 0.2181 0.1421 0.7342 -1.08
N 0.3184 -1.8635 -0.6516 -0.48
C 0.4779 -0.4589 -0.6458 0.88
C -0.3604 2.8105 -1.0088 -0.72
C -1.5590 2.3383 -1.4417 0.33
C -1.8158 1.2328 -2.2103 -0.67
H -0.8599 0.0681 0.9187 0.38
H 0.4177 1.2112 0.8227 0.23
H 0.6303 -0.3438 1.6189 0.21
H 0.8510 -2.3223 -1.3757 0.23
H 1.3675 -0.0613 -1.1344 0.30
H -0.4296 -0.0827 -1.2195 -0.74
H 0.5614 2.4927 -1.4956 0.33
H -0.2909 3.6632 -0.3484 0.29
H -2.4129 2.8554 -1.0375 0.29
H -2.8361 1.0202 -2.4948 0.29
H -1.0509 0.6500 -2.6940 0.43
H 0.0529 -3.3898 2.0347 0.22
H 0.4070 -2.2892 0.3356 0.35
O 0.7929 -2.8912 1.6792 -0.97
H 1.3123 -1.9463 2.6717 0.40
H 2.5589 -1.5571 3.5362 0.28
O 1.6491 -1.2783 3.4062 -0.77
```

---

Formula: C5H15NOP
Source: OMol25
Level of theory: ωB97M-V/def2-TZVPD

SMILES: CC(C)(O)[C@@H](P)C[NH3+]
M in g mol⁻¹: 136.155
Net charge: +1
Energy relative to the best compared isomer or geometry (same formula, charge and spin) in eV: 0.221
HOMO-LUMO gap in eV: 10.479

```
23
Properties=species:S:1:pos:R:3:mulliken_charge:R:1
C 1.9475 -0.5215 0.3803 -1.74
C 1.2410 1.8533 -0.0636 -1.61
C -1.0322 -1.3636 0.5436 -1.00
C -0.6290 0.0913 0.6659 -0.38
C 0.8436 0.3942 -0.1313 1.22
N -1.4241 -1.6118 -0.8662 -0.14
O 0.5023 0.0483 -1.4865 -0.58
P -1.9637 1.2230 -0.0403 -0.08
H 1.7963 -1.5489 0.0537 0.39
H 2.0039 -0.4955 1.4632 0.38
H 2.9046 -0.1918 -0.0196 0.45
H 2.1463 1.9997 -0.6531 0.49
H 0.4645 2.4837 -0.4913 0.43
H 1.4485 2.1585 0.9554 0.36
H -0.2052 -2.0235 0.8118 0.37
H -1.8691 -1.5811 1.2122 0.39
H -0.4378 0.3343 1.7140 0.49
H -1.5606 -2.5993 -1.0901 0.37
H -0.6498 -1.1645 -1.4319 0.31
H -2.2793 -1.0763 -1.0703 0.32
H 1.1992 0.3614 -2.0779 0.35
H -1.5674 2.3564 0.6625 0.09
H -2.8795 0.8733 0.9595 0.11
```

---

Formula: C5H15NOS
Source: OMol25
Level of theory: ωB97M-V/def2-TZVPD

SMILES: CSCC[C@@H](C)N.O
M in g mol⁻¹: 137.248
Net charge: 0
Energy relative to the best compared isomer or geometry (same formula, charge and spin) in eV: 0.517
HOMO-LUMO gap in eV: 9.215

```
23
Properties=species:S:1:pos:R:3:mulliken_charge:R:1
C -1.1358 -0.0055 2.1442 -1.75
C -0.5632 0.1009 0.7326 0.63
C 0.3077 1.4021 0.7321 -0.64
C 1.1215 1.6284 -0.5386 -0.61
S 2.6011 0.6702 -0.5509 -0.11
C 2.2240 -0.7286 -1.6380 -0.50
N -1.6181 0.1117 -0.2456 -0.57
H -0.3726 -0.4026 2.8009 0.45
H -1.6019 0.8749 2.6052 0.32
H -1.9048 -0.8278 2.3037 0.41
H 0.0515 -0.7873 0.5065 0.20
H 0.8553 1.3496 1.7073 0.31
H -0.3934 2.2839 0.8078 0.28
H 0.4496 1.3998 -1.4486 0.24
H 1.4359 2.7181 -0.5908 0.33
H 2.8331 -1.5987 -1.4564 0.31
H 1.1651 -1.0009 -1.4345 -0.03
H 2.2948 -0.4970 -2.7122 0.30
H -1.4097 0.2120 -1.2307 0.25
H -2.4179 0.6835 -0.0290 0.19
H -1.2803 -3.2783 -0.5754 0.31
H -1.5558 -1.7772 -0.7404 0.36
O -1.0862 -2.5312 -1.1493 -0.68
```

---

Formula: C5H15NOS
Source: OMol25
Level of theory: ωB97M-V/def2-TZVPD

SMILES: CSCC[C@@H](C)N.O
M in g mol⁻¹: 137.248
Net charge: 0
Energy relative to the best compared isomer or geometry (same formula, charge and spin) in eV: 0.941
HOMO-LUMO gap in eV: 8.972

```
23
Properties=species:S:1:pos:R:3:mulliken_charge:R:1
C -0.6550 -1.9777 1.7818 -1.40
C -0.1160 -0.8993 0.8479 0.42
C 0.0434 0.4174 1.7286 -1.01
C -0.0210 1.7852 1.0385 -0.77
S 1.4810 1.9411 -0.0204 -0.11
C 0.8713 1.9177 -1.7193 -0.77
N -0.9639 -0.5183 -0.2794 -0.50
H -0.0610 -2.8959 1.6576 0.33
H -0.6479 -1.8060 2.8647 0.34
H -1.7164 -2.1764 1.5980 0.36
H 0.8751 -1.1107 0.4524 0.33
H 1.0263 0.4663 2.2017 0.35
H -0.6632 0.2769 2.5564 0.44
H -0.8481 1.9497 0.3694 0.40
H -0.0141 2.5135 1.8586 0.36
H -0.0390 1.3308 -1.8309 0.22
H 0.8658 2.8962 -2.1906 0.34
H 1.5734 1.3971 -2.3845 0.27
H -1.7798 -0.0087 0.0360 0.22
H -1.3037 -1.3347 -0.7711 0.21
H -0.0893 -1.5713 -3.4566 0.30
H 1.3576 -1.3527 -2.7802 0.31
O 0.8247 -1.2401 -3.5586 -0.63
```

---

Formula: C5H15NOS
Source: OMol25
Level of theory: ωB97M-V/def2-TZVPD

SMILES: CCCNCCS.O
M in g mol⁻¹: 137.248
Net charge: 0
Energy relative to the best compared isomer or geometry (same formula, charge and spin) in eV: 1.335
HOMO-LUMO gap in eV: 9.434

```
23
Properties=species:S:1:pos:R:3:mulliken_charge:R:1
C 1.8581 -0.4090 0.9922 -0.54
N 1.0259 0.7446 0.6095 -0.31
C 0.7637 0.9261 -0.8154 -0.51
C -0.6659 0.6063 -1.2440 -0.55
S -1.7515 2.0906 -0.8394 -0.20
C 1.5948 -0.8727 2.4309 -0.63
C 0.5711 -2.0219 2.5033 -1.01
H 1.8082 -1.3244 0.3867 0.34
H 2.9122 -0.1435 0.8476 0.36
H 0.1943 0.6384 1.1804 0.18
H 1.4270 0.3478 -1.4699 0.30
H 1.0342 1.9731 -0.9682 0.34
H -0.8764 0.4223 -2.2878 0.25
H -0.9266 -0.2703 -0.6488 0.26
H -1.9891 1.8642 0.4606 0.11
H 1.2976 -0.0253 3.0449 0.39
H 2.5773 -1.2879 2.6681 0.31
H 0.9776 -2.9319 2.9363 0.33
H -0.3497 -1.7153 3.0115 0.28
H 0.1643 -2.2999 1.5256 0.27
H -1.2884 -1.6391 -2.8185 0.33
H -1.6985 -2.6897 -1.6942 0.31
O -1.1171 -2.5180 -2.4609 -0.63
```

---

Formula: C5H15NOS
Source: OMol25
Level of theory: ωB97M-V/def2-TZVPD

SMILES: CCNCCCS.O
M in g mol⁻¹: 137.248
Net charge: 0
Energy relative to the best compared isomer or geometry (same formula, charge and spin) in eV: 2.039
HOMO-LUMO gap in eV: 8.402

```
23
Properties=species:S:1:pos:R:3:mulliken_charge:R:1
C 1.9953 -0.6050 0.2337 -0.61
C 1.2150 -1.7233 -0.5403 -0.53
S -0.2643 -2.4035 0.2724 -0.18
C 1.1121 0.6492 0.5827 -0.19
N 0.4815 1.3286 -0.5910 -0.31
C -1.0053 1.2747 -0.5256 -0.03
C -1.5103 0.5136 -1.7043 -0.97
H 2.9667 -0.3526 -0.2880 0.31
H 2.2534 -1.0846 1.2353 0.28
H 0.9784 -1.2956 -1.4877 0.24
H 1.8165 -2.6099 -0.7710 0.37
H -1.0106 -1.3875 0.7739 0.04
H 0.3025 0.3024 1.2248 -0.27
H 1.6875 1.3261 1.1170 0.39
H 0.8599 1.1855 -1.5397 0.32
H -1.3905 1.0278 0.4092 0.19
H -1.3851 2.3163 -0.6508 0.27
H -1.9473 1.0049 -2.6199 0.30
H -0.7483 -0.1820 -2.1364 0.14
H -2.3240 -0.2008 -1.4622 0.31
H -0.7328 0.8010 2.9339 0.29
H -2.0976 -0.0700 3.0933 0.28
O -1.2527 0.1849 2.4406 -0.64
```

---

Formula: C5H15NP4
Source: OMol25
Level of theory: ωB97M-V/def2-TZVPD

SMILES: C=C(CC)CN[PH2]=P[PH]#[PH2]
M in g mol⁻¹: 213.078
Net charge: 0
Energy relative to the best compared isomer or geometry (same formula, charge and spin) in eV: 1.673
HOMO-LUMO gap in eV: 6.458

```
25
Properties=species:S:1:pos:R:3:mulliken_charge:R:1
C -0.3143 0.8951 -0.7081 -0.87
C -1.2641 0.4563 0.1007 0.91
C -3.6850 0.8458 -0.2639 -1.06
C -2.4706 1.1867 0.6517 -0.69
C -1.0936 -1.0233 0.6983 -0.78
N -0.4211 -1.9920 -0.1854 -0.44
P 4.6079 1.2726 0.6047 -0.10
P 1.3248 -2.0281 -0.4094 0.14
P 3.7705 0.4662 -1.1682 -0.10
P 3.5344 -1.6220 -0.9754 -0.08
H 0.5226 0.2272 -1.0169 -0.10
H -0.2831 1.8907 -1.1314 0.32
H -3.7341 1.3586 -1.2233 0.32
H -3.9325 -0.1723 -0.2772 0.37
H -4.5874 1.3058 0.2366 0.32
H -2.1563 2.2642 0.5163 0.29
H -2.6451 0.9349 1.7728 0.30
H -0.3704 -0.9285 1.6012 0.26
H -2.0677 -1.3507 0.9343 0.43
H -0.9373 -2.0145 -1.0073 0.31
H 3.5000 1.9632 0.8275 0.01
H 4.2633 0.2991 1.5911 0.04
H 1.6960 -1.7661 0.9796 0.06
H 1.7625 -3.2601 -0.3017 0.06
H 4.9809 0.7912 -1.8466 0.08
```

---

Formula: C5H15NS
Source: OMol25
Level of theory: ωB97M-V/def2-TZVPD

SMILES: CCNC.CCS
M in g mol⁻¹: 121.249
Net charge: 0
Energy relative to the best compared isomer or geometry (same formula, charge and spin) in eV: 0.426
HOMO-LUMO gap in eV: 9.097

```
22
Properties=species:S:1:pos:R:3:mulliken_charge:R:1
C 0.0431 -2.3798 0.9228 -1.20
C -0.9588 -1.2716 1.1423 -0.41
N -1.5690 -0.8411 -0.1071 -0.33
C -2.6413 0.1370 0.0932 -0.90
H 0.7997 -2.0987 0.1933 0.25
H 0.5427 -2.6097 1.8604 0.36
H -0.4279 -3.3086 0.5980 0.40
H -1.7395 -1.5551 1.8582 0.40
H -0.4338 -0.4104 1.5644 0.25
H -1.9331 -1.6508 -0.5972 0.23
H -0.3659 0.0623 -0.8918 0.23
H -3.3483 -0.1567 0.8724 0.34
H -3.1878 0.2467 -0.8403 0.33
H -2.2005 1.0989 0.3485 0.25
C 2.4306 1.3858 0.7099 -1.01
C 1.3927 1.8572 -0.2955 -0.37
S 0.8725 0.5410 -1.4354 -0.30
H 3.3653 1.1348 0.1974 0.31
H 2.1266 0.4927 1.2602 0.24
H 2.6733 2.1733 1.4335 0.32
H 1.8148 2.6412 -0.9180 0.35
H 0.5419 2.2977 0.2224 0.27
```

---

Formula: C5H15O3
Source: OMol25
Level of theory: ωB97M-V/def2-TZVPD

M in g mol⁻¹: 123.172
Net charge: -1
Energy relative to the best compared isomer or geometry (same formula, charge and spin) in eV: 0.881
HOMO-LUMO gap in eV: 7.637

```
23
Properties=species:S:1:pos:R:3:mulliken_charge:R:1
C 0.0858 -1.3971 -0.2290 -0.70
O -1.1458 -0.8048 0.0604 -0.63
C 0.7865 -0.5755 -1.2884 -0.46
C 1.0122 0.8874 -0.7258 -0.41
C 2.3480 1.5584 -1.0293 -0.60
C 2.9007 1.3387 -2.4334 -1.09
H 0.7048 -1.4358 0.6803 0.36
H -0.1658 -2.3717 -0.7168 0.29
H 0.2117 -0.3193 -2.1799 0.23
H 1.7625 -1.0053 -1.5143 0.30
H 0.9629 0.7708 0.3687 0.19
H 0.1552 1.5214 -0.9348 0.34
H 3.0281 1.3248 -0.1840 0.32
H 2.3233 2.6314 -0.8162 0.36
H 2.2190 1.8600 -3.1349 0.26
H 2.8249 0.3224 -2.8104 0.33
H 3.8503 1.8523 -2.4947 0.36
H -3.1603 -0.2409 1.8560 0.41
H -3.4223 -0.1159 3.2586 0.30
O -3.9187 -0.0102 2.4396 -0.72
H -1.4581 -1.0476 1.0972 0.36
H -1.0200 -0.1863 2.5074 0.26
O -1.4978 -1.0252 2.4730 -1.08
```

---

Q: energy relative to the best compared isomer or geometry (same formula, charge and spin) of number 2 (C5H15NO2)?
A: 7.127 eV

---

Q: The highest HOMO-LUMO gap belongs to which entry?
A: C5H15NOP